Record 1
Molecular formula: C13H19N4O5RuS2
Method: DFT, ωB97M-V/def2-TZVPD

Each line ends with the Löwdin charge.
Geometry (Å):
1 C -0.38 -0.77 -4.45  -0.02
2 H -0.20 -1.13 -5.45  0.11
3 H 0.32 1.26 -4.82  0.12
4 C -0.29 0.95 -2.80  -0.17
5 H -0.73 -0.10 4.36  0.12
6 H 0.15 3.73 0.86  0.11
7 H 0.73 0.52 3.59  0.10
8 S 1.91 -1.06 -0.22  0.60
9 C -0.33 0.33 3.44  -0.22
10 C 0.16 -4.59 0.08  -0.09
11 H -0.36 -4.87 0.99  0.10
12 O -1.51 -1.27 0.09  -0.17
13 O 0.11 3.26 -3.05  0.07
14 N 1.81 1.72 0.57  -0.07
15 H -0.53 -4.59 -0.76  0.07
16 H 2.40 3.40 1.75  0.12
17 C -1.66 -1.89 -1.05  -0.59
18 C 1.33 -2.66 -0.66  -1.30
19 O -0.18 2.39 -0.98  -0.16
20 H 0.09 -1.41 2.38  0.09
21 C -1.08 1.62 3.13  -0.19
22 O 0.65 -3.26 0.31  -0.24
23 C -1.09 -1.13 -2.21  -0.21
24 C -0.93 -1.62 -3.49  0.00
25 H -0.86 2.36 3.91  0.12
26 H 0.99 -5.27 -0.12  0.08
27 C 1.69 2.58 1.76  -0.21
28 N -0.75 0.10 -1.89  0.05
29 H 0.20 3.85 2.63  0.12
30 N -0.70 2.11 1.82  -0.12
31 H 1.64 2.28 -0.26  0.08
32 O -2.20 -2.96 -1.23  0.07
33 H -1.43 -0.83 2.12  0.09
34 C -0.08 2.34 -2.27  -0.60
35 Ru -0.03 0.34 0.21  1.17
36 H 1.88 1.97 2.64  0.10
37 H 2.71 1.27 0.51  0.05
38 S 1.71 -3.34 -2.10  0.68
39 C -0.08 0.55 -4.11  0.03
40 H -1.22 -2.64 -3.71  0.13
41 H -1.51 2.40 1.28  0.12
42 H -2.16 1.43 3.15  0.13
43 N -0.46 -0.56 2.29  -0.04
44 C 0.30 3.17 1.78  -0.21

Properties
- energy (eV) = -54240.0706
- ΔE to the lowest compared entry with this formula, charge and spin (kJ/mol) = 209.1
- net charge = 0
- E_LUMO (alpha / beta) (eV) = -0.95 / -0.59
- HOMO-LUMO gap (alpha / beta) (eV) = 6.9 / 7.2
- HOMO level (alpha / beta) (eV) = -7.81 / -7.76
- multiplicity = 2



Record 2
Molecular formula: C13H19N5O2
Method: DFT, ωB97M-V/def2-TZVPD

Each line ends with the Löwdin charge.
Geometry (Å):
1 H 0.55 -1.08 5.15  0.09
2 C 0.21 -0.98 3.04  0.00
3 H 2.92 -4.57 0.45  0.08
4 N 2.55 -3.86 -0.17  0.12
5 H 0.98 3.56 0.84  0.08
6 H 2.34 -2.90 4.96  0.09
7 N 1.09 2.79 -1.12  0.02
8 C 0.64 -2.05 -1.81  -0.03
9 H 2.22 4.30 -0.20  0.08
10 H 2.94 -3.80 2.72  0.11
11 O 0.05 1.17 -2.22  0.03
12 H -3.88 0.88 -3.34  0.08
13 H 1.11 -1.17 -2.25  0.07
14 N 1.54 -2.54 1.69  0.04
15 C -3.26 2.42 -2.00  -0.56
16 N -2.47 1.72 -1.19  0.07
17 N 0.15 -1.21 0.54  0.15
18 H 2.45 -4.09 -1.16  0.09
19 C 0.82 -1.47 4.18  -0.08
20 H -2.59 0.72 -1.16  0.14
21 H 1.89 2.56 -1.69  0.14
22 C -1.28 2.27 -0.54  -0.07
23 H -0.43 -2.03 -2.04  0.08
24 H -0.55 -0.21 3.09  0.10
25 C 2.19 -3.03 2.82  -0.03
26 H -1.14 1.79 0.43  0.12
27 C -4.34 1.64 -2.71  0.00
28 C 0.01 2.04 -1.36  -0.48
29 C 1.70 -2.88 0.36  -0.27
30 H 1.08 -2.94 -2.27  0.06
31 O -3.16 3.62 -2.17  0.04
32 C 1.85 -2.52 4.06  -0.07
33 C 0.59 -1.53 1.74  -0.31
34 H -1.41 3.34 -0.38  0.11
35 H 0.51 4.70 -0.45  0.08
36 C 1.20 3.90 -0.18  -0.07
37 H -5.00 1.18 -1.98  0.08
38 C 0.85 -2.05 -0.32  -0.27
39 H -4.91 2.32 -3.34  0.08

Properties
- energy (eV) = -25335.4584
- ΔE to the lowest compared entry with this formula, charge and spin (kJ/mol) = 112.6
- net charge = 0
- E_LUMO (eV) = 0.70
- structure (SMILES) = CNC(=O)CNC(C)=O.Cc1nc2ccccn2c1N
- HOMO-LUMO gap (eV) = 8.0
- HOMO level (eV) = -7.25



Record 3
Molecular formula: C13H19NOS2
Method: DFT, ωB97M-V/def2-TZVPD

Each line ends with the Löwdin charge.
Geometry (Å):
1 C 0.82 -0.47 2.11  -1.41
2 H -2.46 4.18 4.10  0.10
3 H 4.52 -1.90 1.28  0.07
4 H 0.85 3.52 -4.24  0.10
5 H 3.66 -1.76 -0.25  0.07
6 C -1.42 4.35 3.86  -0.02
7 H -0.86 3.34 -4.67  0.08
8 H -1.95 2.27 -2.85  0.12
9 C -1.78 2.89 -0.81  0.01
10 H 0.17 6.20 2.32  0.11
11 C -0.90 6.05 2.16  -0.03
12 H -0.19 4.94 -4.40  0.09
13 C 3.68 -2.29 0.70  -0.08
14 S 0.09 1.03 1.87  0.46
15 C -0.13 4.60 -0.37  -0.01
16 H -0.84 3.47 4.12  0.09
17 O 2.00 -0.70 1.49  -0.21
18 C 0.18 4.63 -1.70  -0.02
19 C 2.38 -2.08 1.44  -0.34
20 H -1.44 6.72 2.83  0.10
21 C -1.15 3.75 0.12  -0.22
22 H -2.07 2.85 1.81  0.11
23 H 1.55 -2.60 0.94  0.10
24 H 2.44 -2.46 2.47  0.08
25 C -0.49 3.81 -2.62  -0.25
26 H -2.54 2.21 -0.46  0.12
27 C -1.46 2.93 -2.14  -0.01
28 S 0.03 -1.61 3.07  0.49
29 H -1.16 6.34 1.14  0.09
30 H 0.97 5.26 -2.06  0.12
31 H 3.87 -3.34 0.50  0.07
32 H -1.06 5.18 4.47  0.09
33 H 0.44 5.19 0.32  0.10
34 C -0.16 3.91 -4.06  -0.04
35 N -1.25 4.66 2.44  -0.13
36 C -1.50 3.70 1.48  -0.01

Properties
- energy (eV) = -38994.8801
- ΔE to the lowest compared entry with this formula, charge and spin (kJ/mol) = 122.8
- net charge = 0
- E_LUMO (eV) = -1.76
- HOMO-LUMO gap (eV) = 4.0
- HOMO level (eV) = -5.75



Record 4
Molecular formula: C13H19O9P2Pd
Method: DFT, ωB97M-V/def2-TZVPD

Each line ends with the Löwdin charge.
Geometry (Å):
1 Pd -0.18 -0.45 2.02  0.98
2 C -0.30 -2.32 2.67  -0.08
3 C -2.78 -0.02 -0.02  -0.02
4 C 2.84 -0.34 -1.45  -0.35
5 O -0.73 0.03 3.80  -0.40
6 H -3.74 -0.32 0.40  0.10
7 C 3.23 -1.57 -0.62  -0.03
8 H -2.13 -0.37 -3.66  0.14
9 H 2.73 -1.59 0.34  0.08
10 H -2.89 0.98 -0.45  0.09
11 O -0.25 -3.32 3.15  0.22
12 C -2.28 -2.48 -0.53  -0.02
13 H 2.73 1.85 -1.22  0.10
14 O -1.34 2.31 2.86  -0.26
15 P -0.23 2.66 1.75  0.22
16 O 0.53 3.88 1.98  -0.23
17 O 0.54 1.33 1.59  -0.41
18 C 1.29 -0.13 -3.39  0.03
19 H 2.13 0.07 -4.04  0.14
20 O -2.12 1.66 5.19  -0.21
21 C -2.37 -1.05 -1.08  -0.35
22 O -1.13 2.74 0.41  -0.13
23 H -2.07 0.06 0.80  0.03
24 H -1.32 3.66 0.21  0.09
25 P -1.03 1.51 4.25  0.24
26 H -2.06 -3.20 -1.32  0.10
27 H -1.52 -2.57 0.24  0.04
28 H 2.36 0.95 0.27  0.06
29 C 2.99 0.97 -0.63  0.00
30 H -3.15 -1.05 -1.84  0.14
31 H -0.13 0.10 -4.96  0.14
32 H 3.03 -2.50 -1.16  0.09
33 C -1.17 -0.38 -3.15  0.03
34 O 0.45 -0.76 -0.01  0.04
35 O 0.40 2.03 4.68  -0.09
36 C 0.25 -0.64 -1.20  -0.14
37 H 0.40 2.91 5.08  0.11
38 C 1.49 -0.39 -2.06  -0.01
39 H 4.03 1.05 -0.33  0.10
40 H 3.53 -0.27 -2.30  0.14
41 C -1.12 -0.67 -1.83  -0.03
42 H 4.31 -1.52 -0.44  0.10
43 C 0.00 -0.11 -3.90  0.10
44 H -3.24 -2.74 -0.09  0.10

Properties
- energy (eV) = -54271.5606
- ΔE to the lowest compared entry with this formula, charge and spin (kJ/mol) = 10.2
- net charge = +1
- E_LUMO (eV) = -7.94
- HOMO-LUMO gap (eV) = 4.7
- HOMO level (eV) = -12.67



Record 5
Molecular formula: C13H20AlN2O2
Method: DFT, ωB97M-V/def2-TZVPD

Each line ends with the Löwdin charge.
Geometry (Å):
1 C -2.59 -1.88 -3.01  -0.08
2 C 3.48 -1.49 -2.00  -0.29
3 C -0.63 2.23 4.65  -0.56
4 C -1.49 -2.85 -0.89  -0.08
5 H 1.44 1.97 -1.54  0.05
6 O -1.07 1.86 -0.72  0.01
7 C -0.90 -1.55 -0.60  -0.04
8 C -1.16 -0.44 -1.53  -0.18
9 C 2.93 -2.71 -1.21  -0.37
10 C -1.99 -0.57 -2.72  -0.05
11 N 3.21 -2.90 0.05  0.00
12 H 4.16 -0.87 -1.35  0.04
13 H 1.53 0.58 -0.31  0.06
14 H -1.27 -3.69 -0.20  0.10
15 H 4.02 -1.91 -2.90  0.04
16 O -0.26 1.55 5.60  0.01
17 Al 1.86 -0.41 -2.72  0.26
18 N -0.82 1.66 3.43  0.01
19 H -3.24 -1.97 -3.91  0.09
20 C -1.24 2.29 2.19  -0.07
21 H 0.82 -1.49 -3.24  -0.08
22 H -1.93 3.93 4.54  0.08
23 H -0.47 2.14 1.44  0.07
24 C 1.13 0.91 -1.32  -0.20
25 H -2.16 1.81 1.86  0.09
26 C -2.30 -2.97 -2.09  -0.11
27 H -2.73 -3.98 -2.32  0.09
28 H -0.69 4.01 5.80  0.08
29 H 3.82 -2.10 0.28  0.01
30 H 2.25 -3.48 -1.67  0.09
31 H -2.13 0.33 -3.36  0.11
32 H -0.26 -1.39 0.30  0.11
33 H -1.42 3.35 2.32  0.08
34 H 2.26 0.48 -4.01  -0.12
35 H -0.22 4.27 4.12  0.08
36 H -0.62 0.67 3.42  0.14
37 C -0.89 3.71 4.78  -0.02
38 C -0.44 0.91 -1.15  -0.42

Properties
- energy (eV) = -27477.6340
- net charge = -1
- E_LUMO (eV) = 2.86
- HOMO-LUMO gap (eV) = 8.1
- HOMO level (eV) = -5.21



Record 6
Molecular formula: C13H20IrN3O2Se3Te
Method: DFT, ωB97M-V/def2-TZVPD

Each line ends with the Löwdin charge.
Geometry (Å):
1 C -2.91 1.75 -5.42  -0.07
2 H 0.43 2.47 -1.52  0.12
3 C 1.12 0.08 2.62  -0.15
4 Te -1.86 -2.97 -2.15  0.59
5 Se 0.27 -2.39 -1.09  0.08
6 H 2.54 -1.02 -1.27  0.06
7 C 2.71 -0.22 0.70  -0.15
8 H 0.83 3.57 0.52  0.14
9 Se -2.14 -1.15 1.16  0.11
10 N 1.38 -0.57 1.30  -0.19
11 H 3.09 0.67 1.20  0.11
12 H 1.35 -1.58 1.44  0.09
13 O -1.35 -0.02 -1.96  -0.35
14 H -2.90 1.22 -6.37  0.11
15 C -2.48 1.79 -3.06  -0.14
16 C 1.10 2.52 0.48  -0.14
17 H -3.75 4.75 -4.09  0.11
18 H 3.47 0.47 -1.19  0.14
19 Ir -0.21 -0.23 -0.04  0.79
20 H -3.68 3.57 -6.26  0.11
21 H -0.86 2.10 0.89  0.11
22 C 2.59 -0.04 -0.80  -0.20
23 H 1.13 0.46 -2.11  0.13
24 C 1.30 2.13 -0.97  -0.14
25 H -2.97 3.60 -2.03  0.12
26 C -2.46 1.11 -4.28  -0.02
27 H 2.19 2.60 -1.39  0.14
28 C -3.36 3.06 -5.36  -0.07
29 C -2.95 3.09 -2.99  -0.02
30 C -1.89 1.16 -1.84  -0.61
31 H 0.64 -0.65 3.27  0.13
32 H -2.09 0.10 -4.31  0.11
33 H 2.06 0.36 3.09  0.12
34 H 0.46 2.11 3.10  0.13
35 O -1.85 1.74 -0.75  -0.06
36 H 3.43 -1.01 0.90  0.14
37 Se -3.42 -2.24 -0.42  0.02
38 H -0.83 0.95 2.77  0.09
39 N 1.34 0.66 -1.14  -0.19
40 N 0.04 1.67 1.05  -0.17
41 H 2.01 2.40 1.07  0.12
42 C 0.16 1.27 2.46  -0.18
43 C -3.39 3.73 -4.14  -0.07

Properties
- energy (eV) = -228538.6240
- net charge = +1
- E_LUMO (alpha / beta) (eV) = -3.45 / -5.04
- HOMO-LUMO gap (alpha / beta) (eV) = 7.1 / 5.3
- HOMO level (alpha / beta) (eV) = -10.52 / -10.32
- multiplicity = 2